# 1
{
  "formula": "C30H28GaN2Si",
  "method": "ωB97M-V with the def2-TZVPD basis set",
  "total_energy_ev": -94793.21253,
  "charge": 1,
  "orbital_gap_ev": 6.45,
  "homo_ev": -10.599,
  "max_force_ev_per_a": 1.837,
  "relative_energy_kcal_mol": 3.0,
  "elements": ["C", "C", "C", "H", "C", "C", "H", "H", "H", "H", "Ga", "C", "H", "H", "H", "Si", "C", "C", "H", "C", "H", "C", "H", "C", "H", "C", "H", "C", "C", "H", "C", "H", "C", "H", "C", "H", "C", "H", "H", "H", "C", "C", "N", "C", "C", "C", "C", "C", "C", "C", "C", "C", "N", "C", "H", "H", "H", "H", "H", "H", "H", "H"],
  "positions_angstrom": [[-0.020589, -1.602909, 2.752502], [1.134312, -2.325489, 2.383840], [2.282758, -1.542802, 2.688691], [1.172475, -3.346969, 2.003773], [1.869608, -0.331712, 3.261733], [0.404276, -0.301160, 3.251453], [-0.216571, 0.350642, 3.867750], [-1.049772, -1.957733, 2.788237], [3.312878, -1.887173, 2.567974], [2.501110, 0.411601, 3.747584], [0.160668, 0.621433, 1.240131], [1.409047, -0.597551, -4.640429], [1.962279, 0.209367, -4.156247], [2.092120, -1.415124, -4.890009], [0.618584, -0.964546, -3.981398], [0.647875, -0.701802, -0.899896], [-0.791857, -1.812474, -1.338878], [-1.149917, -2.871030, -0.482734], [-0.577186, -3.045022, 0.432389], [-2.222331, -3.717501, -0.791427], [-2.486805, -4.524950, -0.104017], [-2.938266, -3.535552, -1.980056], [-3.783248, -4.188317, -2.216747], [-2.577032, -2.501081, -2.851891], [-3.108974, -2.374192, -3.798529], [-1.533783, -1.624257, -2.522428], [-1.277990, -0.801365, -3.195485], [2.173967, -1.764378, -1.073960], [2.132167, -3.081777, -1.573875], [1.197629, -3.489653, -1.969791], [3.275825, -3.892513, -1.540406], [3.217845, -4.921708, -1.900761], [4.482081, -3.388180, -1.046741], [5.365647, -4.026875, -0.995443], [4.550970, -2.057269, -0.617568], [5.498013, -1.644077, -0.266492], [3.407313, -1.252976, -0.622437], [3.456593, -0.223735, -0.253980], [0.771802, 0.406694, -1.889084], [0.953925, -0.212981, -5.560141], [-3.605463, 1.560879, -1.032876], [-2.657946, 0.807800, -0.335697], [-1.727742, 1.383296, 0.459963], [-1.748735, 2.736913, 0.659760], [-2.710275, 3.549415, -0.009621], [-3.595085, 2.939385, -0.909194], [-2.780966, 4.939379, 0.318559], [-2.009385, 5.463284, 1.325829], [-1.057013, 4.667007, 2.038053], [-0.349231, 5.134854, 3.153544], [0.565664, 4.297986, 3.773614], [0.822555, 3.030177, 3.241391], [0.107352, 2.541495, 2.198605], [-0.861894, 3.318169, 1.626441], [-4.325939, 1.048406, -1.668104], [-2.627131, -0.283968, -0.415568], [-4.280252, 3.580437, -1.454658], [-3.494718, 5.558889, -0.233946], [-2.104471, 6.510728, 1.617954], [-0.574057, 6.142568, 3.504788], [1.101220, 4.617349, 4.661975], [1.596067, 2.382648, 3.653979]],
  "forces_ev_per_a": [[0.749, -0.228, -0.097], [-0.727, 0.505, 0.356], [-0.308, 0.448, 0.501], [-0.098, 0.392, 0.009], [-0.301, -0.325, -0.541], [0.073, -0.041, -0.827], [0.204, -0.334, 0.044], [0.294, 0.075, -0.215], [-0.421, 0.272, -0.015], [-0.078, -0.213, -0.340], [0.452, -1.613, 0.753], [-0.024, 0.006, -0.258], [-0.064, -0.135, 0.006], [-0.143, 0.158, 0.079], [0.274, 0.026, -0.124], [0.499, 0.343, -0.073], [-0.713, 0.101, 0.134], [-0.203, -0.131, -0.192], [-0.222, 0.091, -0.304], [0.151, 0.156, -0.081], [0.067, 0.262, -0.256], [0.162, 0.220, 0.099], [0.365, 0.208, 0.030], [0.052, 0.101, 0.067], [0.130, -0.018, 0.348], [-0.064, -0.370, 0.201], [-0.163, -0.287, 0.190], [0.616, -0.094, 0.424], [0.173, 0.122, 0.280], [0.312, 0.115, 0.186], [-0.080, 0.256, -0.030], [0.027, 0.326, 0.102], [-0.272, 0.208, -0.016], [-0.260, 0.212, -0.063], [-0.129, 0.111, -0.026], [-0.252, -0.152, -0.073], [-0.020, -0.511, -0.154], [0.088, -0.332, -0.058], [-0.294, -0.025, 0.096], [0.106, -0.103, 0.169], [-0.014, 0.362, -0.162], [0.903, 0.241, 0.742], [-0.313, 0.297, 0.036], [-1.156, -0.385, -0.920], [0.878, -0.311, 0.687], [-0.031, -0.451, 0.088], [0.431, 0.702, 0.548], [-0.704, 0.094, -0.671], [-0.222, -0.937, -0.559], [0.197, -0.333, 0.051], [-0.101, 0.307, -0.099], [-0.804, -0.423, -1.050], [-0.007, 0.644, -0.055], [0.591, 0.613, 0.954], [0.210, 0.152, 0.140], [0.046, 0.476, 0.055], [-0.067, -0.216, 0.017], [0.289, -0.156, 0.313], [-0.054, -0.286, -0.160], [0.270, -0.272, 0.064], [-0.018, -0.041, -0.187], [-0.286, 0.119, -0.163]],
  "mulliken_charge": [-0.97, -0.35, -0.59, 0.51, -1.08, 0.23, 0.79, 0.48, 0.49, 0.40, 0.94, -0.78, 0.23, 0.28, -0.05, -0.37, 0.42, 0.16, 0.10, -0.75, 0.42, -0.54, 0.38, -0.84, 0.43, -0.30, 0.56, 1.03, -0.27, 0.31, -0.67, 0.40, -0.47, 0.39, -0.54, 0.40, -0.66, 0.31, -0.21, 0.34, -0.98, -0.31, 0.02, 0.20, 0.98, -0.58, -0.92, -1.03, 0.67, -0.48, -0.96, 0.19, -0.15, 0.15, 0.43, 0.86, 0.45, 0.39, 0.38, 0.44, 0.41, 0.26]
}


# 2
{
  "formula": "C11H14NO",
  "method": "ωB97M-V with the def2-TZVPD basis set",
  "total_energy_ev": -15160.78247,
  "charge": 1,
  "orbital_gap_ev": [6.56, 8.20],
  "homo_ev": [-11.610, -11.790],
  "max_force_ev_per_a": 1.499,
  "relative_energy_kcal_mol": 54.6,
  "elements": ["C", "C", "C", "C", "C", "C", "C", "C", "C", "C", "C", "N", "O", "H", "H", "H", "H", "H", "H", "H", "H", "H", "H", "H", "H", "H", "H"],
  "positions_angstrom": [[4.245029, -0.245586, -0.572916], [3.991480, 1.131747, -0.546610], [3.303464, -1.136807, -0.097164], [2.794750, 1.610138, -0.091316], [2.123369, -0.684279, 0.472369], [1.827690, 0.724758, 0.469073], [-0.253851, -1.503630, 0.192927], [-0.889140, -0.408715, 0.027614], [1.079791, -1.599235, 0.981995], [-3.096121, -0.197329, -0.884627], [-2.251129, 1.363999, 0.809450], [-1.896232, 0.488611, -0.339948], [0.724033, 1.145063, 0.928514], [5.181878, -0.608593, -0.965144], [4.744350, 1.817931, -0.902954], [3.503900, -2.197998, -0.127095], [2.585190, 2.668247, -0.062327], [-0.566990, -2.478663, -0.166806], [1.423448, -2.630090, 0.960184], [0.818541, -1.313598, 2.003465], [-2.833454, -0.786315, -1.761510], [-3.506777, -0.859848, -0.124045], [-3.849868, 0.538754, -1.159598], [-1.331510, 1.781244, 1.219614], [-2.908656, 2.163157, 0.477557], [-2.743399, 0.774114, 1.578698], [-1.506309, 1.103660, -1.067918]],
  "forces_ev_per_a": [[0.098, 0.087, -0.046], [-0.116, 0.283, -0.048], [-0.356, -0.169, 0.361], [0.315, 0.168, 0.036], [0.179, -0.079, -0.315], [-0.031, -0.089, -0.037], [0.210, -0.864, -0.048], [1.014, 0.972, 0.522], [-0.213, 0.232, 0.146], [-0.892, -0.402, -0.482], [0.017, 0.724, 0.920], [-0.054, -0.124, -0.466], [-0.137, -0.328, -0.097], [0.084, -0.046, -0.045], [0.051, 0.057, -0.059], [0.014, -0.097, -0.008], [-0.060, 0.101, -0.048], [-0.329, -0.079, -0.169], [-0.042, 0.000, 0.053], [0.064, -0.141, 0.048], [0.174, 0.092, 0.061], [0.167, 0.111, 0.068], [0.102, 0.086, 0.041], [-0.109, -0.092, -0.166], [-0.067, -0.101, -0.189], [-0.012, -0.161, -0.152], [-0.070, -0.143, 0.117]],
  "mulliken_charge": [-0.44, -0.56, -0.66, -0.55, 0.79, 0.45, -0.44, 0.13, -0.78, -0.91, -0.78, 0.08, -0.63, 0.41, 0.40, 0.35, 0.45, 0.40, 0.50, 0.27, 0.35, 0.38, 0.38, 0.30, 0.39, 0.36, 0.36]
}